{"formula": "C6H12O", "method": "ωB97M-V with the def2-TZVPD basis set", "symbols": ["O", "C", "C", "C", "C", "C", "C", "H", "H", "H", "H", "H", "H", "H", "H", "H", "H", "H", "H"], "positions_angstrom": [[-0.946, 2.304, 0.124], [2.507, 0.584, 0.223], [-0.012, 0.072, 0.233], [1.393, -0.383, -0.175], [-1.079, -0.931, -0.253], [-2.470, -0.675, 0.330], [-0.339, 1.403, -0.405], [1.581, -1.370, 0.267], [-3.251, -1.117, -0.296], [-0.086, 0.197, 1.321], [1.407, -0.529, -1.265], [-2.559, -1.109, 1.331], [-0.014, 1.490, -1.470], [-2.675, 0.397, 0.417], [-1.107, -0.889, -1.352], [3.484, 0.197, -0.087], [2.379, 1.566, -0.249], [2.535, 0.738, 1.307], [-0.749, -1.948, -0.003]], "forces_ev_per_angstrom": [[0.3, -0.4, -0.2], [0.0, 0.0, 0.0], [0.0, 0.0, 0.1], [0.0, -0.1, -0.1], [0.0, 0.0, -0.1], [-0.1, 0.0, 0.0], [-0.2, 0.2, 0.2], [0.0, 0.1, -0.1], [0.1, 0.0, 0.1], [0.0, 0.0, -0.1], [0.0, 0.0, 0.1], [0.0, 0.1, -0.1], [0.0, 0.0, 0.1], [0.0, -0.2, -0.1], [0.0, 0.0, 0.1], [-0.1, 0.1, 0.1], [0.0, -0.1, 0.1], [0.0, 0.0, -0.1], [0.0, 0.2, 0.0]], "mulliken_charge": [-0.488, -1.221, 0.536, -0.767, -0.639, -1.130, -0.212, 0.351, 0.334, 0.243, 0.305, 0.298, 0.352, 0.300, 0.351, 0.382, 0.315, 0.312, 0.378], "smiles": "CCC(C=O)CC", "relative_energy_kj_mol": 40.1, "gap_ev": 10.77, "homo_ev": -9.68}